Formula: C27H48ClOOsP
Source: the OMol25 dataset
Level of theory: wB97M-V/def2-TZVPD

Cartesian coordinates (Å):
Os -1.154 -1.426 0.155
P 0.480 0.012 -0.170
Cl -1.978 -1.655 -2.288
C -1.983 -4.452 -0.188
H -1.934 -4.200 -1.252
H -1.666 -5.445 0.150
C -0.004 1.839 -0.603
C 1.734 -0.529 -1.507
C -0.616 1.995 -1.999
H -0.825 2.008 0.124
C -1.273 3.378 -2.160
H 0.174 1.868 -2.761
H -1.360 1.197 -2.172
C -0.288 4.518 -1.865
H -1.683 3.485 -3.170
H -2.111 3.436 -1.454
C 0.378 4.346 -0.495
H 0.497 4.522 -2.638
H -0.793 5.487 -1.914
C 1.030 2.962 -0.384
H 1.128 5.126 -0.319
H -0.387 4.435 0.291
H 1.841 2.868 -1.139
H 1.512 2.880 0.602
C 1.620 0.295 1.354
C 2.722 0.479 -2.150
H 2.340 -1.276 -0.956
C 3.767 -0.286 -2.977
H 2.173 1.183 -2.804
H 3.242 1.100 -1.405
C 3.095 -1.115 -4.079
H 4.494 0.416 -3.411
H 4.328 -0.961 -2.315
C 2.020 -2.046 -3.505
H 2.628 -0.426 -4.797
H 3.844 -1.692 -4.627
C 1.038 -1.277 -2.623
H 1.488 -2.560 -4.317
H 2.499 -2.815 -2.888
H 0.462 -0.567 -3.248
H 0.292 -1.971 -2.202
C 1.063 1.159 2.503
H 1.647 -0.750 1.725
C 1.923 0.981 3.765
H 1.045 2.227 2.227
H 0.023 0.887 2.716
C 3.392 1.333 3.503
H 1.523 1.594 4.584
H 1.855 -0.070 4.075
C 3.950 0.550 2.310
H 3.472 2.407 3.295
H 3.993 1.125 4.394
C 3.072 0.725 1.073
H 4.978 0.867 2.080
H 3.976 -0.520 2.551
H 3.103 1.788 0.759
H 3.506 0.137 0.252
C -1.865 -0.325 1.482
C -2.560 -3.558 0.678
H -1.577 0.674 1.565
C -2.996 -3.965 2.084
H -3.198 -2.750 0.273
C -3.893 -2.908 2.781
H -3.533 -4.941 2.156
H -2.060 -4.097 2.659
C -3.094 -1.607 3.154
H -4.769 -2.676 2.169
H -4.275 -3.312 3.736
C -3.178 -0.540 2.158
H -3.519 -1.190 4.081
H -2.035 -1.863 3.310
H -4.006 -0.846 1.387
H -3.610 0.414 2.492
C -4.471 -1.450 -0.642
C -2.989 -0.542 -0.517
O -3.164 0.640 -0.493
H -4.774 -2.498 -0.357
H -4.498 -1.427 -1.704
H -5.227 -0.812 -0.163

The calculation puts the HOMO energy (spin up / spin down) at -5.83 / -8.22 eV. For the gap between HOMO and LUMO (spin up / spin down), the calculation gives 6.06 / 6.78 eV. Its spin multiplicity is 5. Its max |F| is 5.31 eV/Å. The total energy is -2024.759561 hartree.

Atomic partial charges in e from the Mulliken method, atoms 1 to 6: 0.340, -0.414, -0.364, -1.114, 0.310, 0.305


Formula: C25H23N5O4S
Source: the OMol25 dataset
Level of theory: wB97M-V/def2-TZVPD

Cartesian coordinates (Å):
C 2.262 5.115 0.410
H 1.364 5.402 -0.146
O 1.940 4.612 1.685
C 1.152 3.508 1.765
C 0.825 3.071 3.048
C 0.033 1.958 3.244
C -0.456 1.235 2.161
C -0.124 1.673 0.875
C 0.663 2.799 0.675
H 0.881 3.089 -0.341
N -0.609 0.973 -0.244
C -1.909 0.928 -0.668
N -2.015 0.242 -1.771
N -0.792 -0.190 -2.093
C 0.063 0.233 -1.195
C 1.460 -0.084 -1.180
C 2.388 0.138 -0.193
N 3.596 -0.368 -0.572
C 3.480 -0.937 -1.812
C 4.424 -1.580 -2.603
C 4.002 -2.068 -3.821
C 2.678 -1.922 -4.246
C 1.738 -1.283 -3.468
C 2.142 -0.781 -2.233
H 0.712 -1.169 -3.778
H 2.393 -2.324 -5.207
H 4.708 -2.576 -4.462
H 5.446 -1.695 -2.273
H 4.436 -0.339 -0.020
H 2.273 0.612 0.763
S -3.209 1.687 0.205
C -4.572 0.730 -0.512
C -4.488 -0.782 -0.312
O -5.189 -1.515 -0.973
N -3.659 -1.208 0.659
H -3.050 -0.545 1.121
C -3.306 -2.609 0.794
C -1.864 -2.820 0.469
C -1.211 -2.922 -0.724
C 0.165 -3.044 -0.413
C 0.247 -3.001 0.943
O -0.975 -2.866 1.490
H 1.079 -3.059 1.616
H 0.972 -3.142 -1.109
H -1.652 -2.897 -1.698
H -3.506 -2.941 1.819
H -3.943 -3.158 0.097
H -5.483 1.110 -0.049
H -4.605 0.926 -1.584
O -1.236 0.117 2.244
C -1.531 -0.390 3.526
H -0.618 -0.609 4.086
H -2.074 -1.318 3.359
H -2.155 0.307 4.094
H -0.203 1.661 4.253
H 1.202 3.628 3.890
H 2.873 5.998 0.588
H 2.836 4.390 -0.176

The calculation puts the HOMO energy at -7.64 eV. For the gap between HOMO and LUMO, the calculation gives 8.03 eV. As for the SMILES: COc1ccc(OC)c(-n2c(SCC(=O)NCc3ccco3)nnc2-c2c[nH]c3ccccc23)c1. Its max |F| is 1.40 eV/Å. The calculation puts the energy relative to the best compared isomer or geometry (same formula, charge and spin) at 0.0 kJ/mol. The total energy is -1939.396019 hartree.

Atomic partial charges in e from the Mulliken method, atoms 1 to 6: -0.761, 0.308, -0.476, 0.607, -0.939, -0.967


Formula: C4H8O4
Source: the OMol25 dataset
Level of theory: wB97M-V/def2-TZVPD

Cartesian coordinates (Å):
O -1.527 1.443 -0.955
C -0.754 1.032 -0.087
O -0.467 1.373 1.139
C -0.009 -0.301 -0.633
C 0.429 -1.182 0.630
C 1.109 -2.526 0.240
O 1.703 -3.351 0.996
H 0.739 -0.154 -1.473
H -0.882 -0.973 -1.109
H -0.546 -1.518 1.060
H 0.864 -0.683 1.414
H 0.140 -3.108 -0.048
H 1.796 -2.233 -0.544
H -0.478 4.031 0.552
H -1.240 3.674 -0.873
O -0.877 4.476 -0.308

The calculation puts the HOMO energy at 1.00 eV. For the gap between HOMO and LUMO, the calculation gives 5.45 eV. As for the total charge: -2. Its max |F| is 5.17 eV/Å. The calculation puts the energy relative to the best compared isomer or geometry (same formula, charge and spin) at 196.2 kJ/mol. The total energy is -458.070124 hartree.

Atomic partial charges in e from the Mulliken method, atoms 1 to 6: -0.706, 0.451, -0.694, -0.503, -0.529, -0.404


Formula: C44H35BrGeN6O2S2Ti
Source: the OMol25 dataset
Level of theory: wB97M-V/def2-TZVPD

Cartesian coordinates (Å):
Ti 0.330 -0.312 -0.151
C -1.650 -4.147 -1.313
C -1.115 -2.861 -1.377
N -0.750 -2.184 -0.298
C -0.890 -2.772 0.918
C -1.380 -4.074 1.073
C -1.770 -4.758 -0.089
C -1.509 -4.639 2.386
C -1.177 -3.923 3.478
C -0.675 -2.585 3.353
C -0.344 -1.790 4.464
C 0.128 -0.517 4.273
C 0.289 -0.041 2.971
N -0.024 -0.765 1.907
C -0.518 -2.016 2.086
H -1.949 -4.640 -2.226
H -0.996 -2.358 -2.328
H -2.171 -5.761 -0.007
H -1.894 -5.647 2.474
H -1.286 -4.337 4.472
H -0.466 -2.192 5.462
H 0.394 0.121 5.103
H 0.687 0.950 2.787
N 7.938 2.504 -1.707
C 6.833 2.232 -0.946
C 6.109 3.267 -0.341
C 4.970 2.995 0.390
C 4.532 1.685 0.529
C 5.254 0.644 -0.047
C 6.390 0.910 -0.778
S 3.059 1.310 1.392
O 3.218 0.054 2.078
O 2.657 2.481 2.130
N 1.962 0.990 0.239
C 1.451 1.933 -0.601
S 1.662 3.632 -0.624
C 0.514 3.720 -1.921
C 0.021 2.503 -2.209
N 0.559 1.464 -1.467
H 8.363 3.411 -1.634
H 8.563 1.751 -1.936
H 6.453 4.289 -0.444
H 4.429 3.799 0.870
H 4.927 -0.376 0.104
H 6.956 0.097 -1.218
H 0.250 4.659 -2.378
H -0.734 2.296 -2.951
Br 4.545 -0.425 -4.314
C 3.697 -1.254 -2.861
C 4.338 -2.243 -2.130
C 3.679 -2.798 -1.046
C 2.409 -2.345 -0.745
N 1.786 -1.402 -1.460
C 2.423 -0.855 -2.500
H 5.335 -2.562 -2.404
H 4.141 -3.561 -0.437
H 1.865 -2.763 0.096
H 1.904 -0.074 -3.038
C -2.417 5.294 -0.018
C -1.605 4.595 0.865
C -1.588 3.208 0.835
C -2.381 2.490 -0.062
C -3.188 3.209 -0.942
C -3.209 4.597 -0.921
Ge -2.224 0.537 -0.138
C -3.160 -0.258 1.406
C -3.645 -1.567 1.324
C -4.169 -2.220 2.432
C -4.218 -1.574 3.659
C -3.749 -0.271 3.761
C -3.227 0.375 2.647
C -3.196 -0.054 -1.743
C -2.488 -0.210 -2.937
C -3.118 -0.580 -4.118
C -4.488 -0.806 -4.123
C -5.211 -0.656 -2.948
C -4.571 -0.283 -1.773
H -2.437 6.376 0.000
H -0.981 5.129 1.571
H -0.922 2.685 1.518
H -3.814 2.683 -1.654
H -3.848 5.136 -1.609
H -3.620 -2.093 0.374
H -4.547 -3.231 2.335
H -4.633 -2.074 4.525
H -3.800 0.251 4.709
H -2.881 1.398 2.755
H -1.413 -0.041 -2.949
H -2.545 -0.689 -5.031
H -4.990 -1.094 -5.037
H -6.281 -0.822 -2.949
H -5.159 -0.161 -0.870

The calculation puts the HOMO energy (spin up / spin down) at -9.79 / -9.67 eV. For the gap between HOMO and LUMO (spin up / spin down), the calculation gives 6.51 / 6.33 eV. Its spin multiplicity is 2. As for the total charge: +1. Its max |F| is 1.20 eV/Å. The calculation puts the energy relative to the best compared isomer or geometry (same formula, charge and spin) at 0.0 kJ/mol. The total energy is -8473.449330 hartree.

Atomic partial charges in e from the Mulliken method, atoms 1 to 6: -0.070, -1.192, -0.526, 1.334, -0.282, 1.459